# 1
8
Properties=species:S:1:pos:R:3:forces:R:3 method="wB97M-V/def2-TZVPD" total_energy_ha=-464.0014 lumo_energy_ev=-0.688 multiplicity=1 relative_energy_kcal_mol=83.6 homo_ev=-9.5
B -1.038360 0.349390 0.045871 3.0720 0.0779 -2.4914
C 0.337383 -0.241607 0.648353 -0.8864 -1.9599 -3.7367
S 1.898020 -0.349812 -0.183588 -0.4395 -0.3769 1.3887
H -0.862716 0.996703 -1.103292 -0.5127 -0.4160 2.0773
H -1.852091 0.528379 0.861746 -0.9184 -0.3499 -0.0635
H -0.687556 -0.933981 -0.743098 -0.3570 1.5379 2.3105
H 0.218338 -1.207429 1.160654 0.2971 0.7043 0.8572
H 1.986984 0.858355 -0.686646 -0.2551 0.7824 -0.3421

=====

# 2
10
Properties=species:S:1:pos:R:3:forces:R:3 method="wB97M-V/def2-TZVPD" total_energy_ha=-1592.3129 lumo_energy_ev=-0.740 multiplicity=1 relative_energy_kcal_mol=68.4 homo_ev=-8.9
C 1.289054 0.565339 -2.256552 1.7010 3.8128 -1.3071
Si 1.482649 2.015268 -0.990642 -0.1555 -0.3758 -0.1615
P -1.744948 -0.938467 2.896464 -0.4470 -0.9836 2.2279
Cl -3.148372 0.102514 1.912675 -0.7651 0.6545 -0.6152
Cl 0.483943 1.216061 0.717647 0.2193 0.0481 -0.5482
H 0.324293 0.626837 -2.696159 -1.0254 -0.1927 -0.4234
H 2.070738 0.702655 -3.074308 -0.9961 0.0057 0.8747
H 1.484820 -0.313010 -1.805967 0.2789 -3.2740 1.5226
H -0.761973 0.012681 2.922299 0.7130 0.7796 -0.0291
H -2.179979 -0.563842 4.303227 0.4769 -0.4745 -1.5408

=====

# 3
9
Properties=species:S:1:pos:R:3:forces:R:3 method="wB97M-V/def2-TZVPD" total_energy_ha=-610.7904 lumo_energy_ev=0.930 multiplicity=1 relative_energy_kcal_mol=0.7 smiles=NC(N)Cl homo_ev=-9.9
C 0.399110 -0.133826 0.327933 -0.7015 -0.6095 1.6330
N -0.959315 -0.103754 0.754087 1.3572 -0.0869 -1.0098
N 0.566225 0.543902 -0.815989 -0.6286 -0.5643 -3.9787
Cl 1.010445 -1.986808 0.069923 -0.1786 0.4110 0.3008
H 1.041650 0.234230 1.071603 0.9064 0.1771 1.1371
H -1.325564 -0.576734 -0.053003 -1.6820 -0.3575 0.1655
H -1.032427 -0.641516 1.583947 -0.5455 -0.8410 0.6559
H 1.400160 1.086409 -0.819300 0.5737 -0.0197 -0.7744
H 0.335501 -0.057943 -1.687959 0.8990 1.8908 1.8704

=====

# 4
11
Properties=species:S:1:pos:R:3:forces:R:3 method="wB97M-V/def2-TZVPD" total_energy_ha=-979.1861 lumo_energy_ev="-1.054 / -1.054" multiplicity=1 relative_energy_kcal_mol=76.4 homo_ev="-8.1 / -8.1"
C -1.362392 -1.255116 1.622607 0.0055 -2.3352 -0.6668
O 0.325089 1.340135 -2.150096 0.2056 2.1575 3.8417
O 1.625622 1.509549 0.130312 1.8772 -3.8959 0.3580
F 2.249166 -0.424885 -1.422618 -0.9230 0.5576 0.2145
Si 1.044179 0.543034 -0.974965 -1.0606 -3.1651 -0.0126
S -1.407382 -1.436969 -0.179952 2.3454 1.5208 -0.8879
H -2.292493 -1.917906 1.863912 2.0365 1.2767 0.5738
H -1.452692 -0.246461 1.821714 -1.1487 2.0332 0.7287
H -0.343156 -1.451826 2.050025 -1.2376 -0.9507 -0.1884
H 0.304724 1.004873 -2.972795 -0.3501 -1.8027 -4.5888
H 1.309335 2.335572 0.211857 -1.7501 4.6038 0.6278

=====

# 5
10
Properties=species:S:1:pos:R:3:forces:R:3 method="wB97M-V/def2-TZVPD" total_energy_ha=-898.7485 lumo_energy_ev="0.940 / -2.812" multiplicity=3 s_squared=2.01 relative_energy_kcal_mol=30.2 homo_ev="-4.8 / -10.6"
C 0.775257 -1.333276 0.782393 2.1698 2.6681 -1.6621
O 0.222539 -0.021429 0.432123 -0.9770 -1.2936 0.6469
F 1.731184 0.620556 -1.337765 0.3143 0.1885 -0.4115
P -0.043733 2.591185 -0.554933 1.4095 2.4649 -0.7352
P 0.114227 0.462736 -1.105701 -0.0277 -1.4922 0.8015
H 1.853546 -1.196217 0.637555 -0.0958 -0.4595 0.3994
H 0.432671 -1.966863 0.057229 -0.7411 -1.9377 -1.8293
H 0.532656 -1.752204 1.697513 -0.7487 0.1845 2.1296
H -1.360634 2.578922 -0.356506 -2.1041 -0.5362 1.1660
H -0.540115 3.037008 -1.802850 0.8007 0.2131 -0.5053

=====

# 6
9
Properties=species:S:1:pos:R:3:forces:R:3 method="wB97M-V/def2-TZVPD" total_energy_ha=-448.2187 lumo_energy_ev=0.643 multiplicity=1 relative_energy_kcal_mol=21.4 homo_ev=-9.3
C 1.306178 -0.559649 -0.483445 0.9584 0.6870 -1.3251
N 0.221416 1.233216 0.352892 -0.4353 1.4238 1.8509
N 0.970964 0.308948 0.603318 -0.0134 0.2232 0.1294
I -3.957500 -0.279577 1.010877 -1.6784 -0.9310 -0.4902
H 1.783248 -0.107159 -1.386605 -0.6048 0.0984 0.7097
H 1.940036 -1.296648 -0.132226 1.6950 -1.3542 0.7603
H 0.448157 -1.102725 -0.727305 -1.6743 -0.6241 -0.8182
H -2.658006 0.430981 1.372626 1.7363 0.9525 0.4913
H -0.054494 1.372613 -0.610132 0.0165 -0.4756 -1.3081

=====

# 7
9
Properties=species:S:1:pos:R:3:forces:R:3 method="wB97M-V/def2-TZVPD" total_energy_ha=-448.1315 lumo_energy_ev="0.409 / -0.545" multiplicity=1 relative_energy_kcal_mol=76.1 homo_ev="-8.6 / -7.7"
C -1.399772 -1.160754 0.431519 -0.5724 0.2535 -1.2727
N 1.708454 0.649482 -0.240128 2.0667 -1.5926 2.5996
N 0.530727 1.047669 -0.570668 -2.3834 1.1962 -0.7427
I -3.386289 -0.755043 -0.126250 0.9105 -0.2548 0.3409
H -0.724689 -1.338638 -0.394761 -0.2804 -0.5615 -0.2388
H -0.953456 -0.460546 1.084418 -0.0811 0.4892 1.1842
H 2.315673 0.627908 -1.033337 0.5470 -0.6143 -0.0097
H 1.941462 0.029054 0.626586 -0.5015 1.5506 -2.0497
H -0.032111 1.360869 0.222625 0.2947 -0.4664 0.1890

=====

# 8
9
Properties=species:S:1:pos:R:3:forces:R:3 method="wB97M-V/def2-TZVPD" total_energy_ha=-468.4884 lumo_energy_ev=-4.907 multiplicity=1 relative_energy_kcal_mol=14.0 homo_ev=-14.9 charge=+1
C -0.429081 0.437609 0.351315 -2.2958 1.8419 -1.7939
N 0.071660 1.265270 -0.524616 -1.7523 -0.3441 -0.6737
O 0.856124 -1.329548 0.097295 0.4083 0.3516 -0.6245
I -2.509605 0.075133 0.066943 1.1664 -0.0487 0.5033
H 0.047507 0.149272 1.235826 0.4055 0.0944 0.9807
H 1.061139 1.326808 -0.638655 0.7875 0.4831 0.1342
H -0.550662 1.671379 -1.289520 1.3111 -0.9147 1.3098
H 0.216562 -1.959398 -0.218164 -0.1647 -0.8854 -0.1009
H 1.236356 -1.636528 0.919578 0.1340 -0.5781 0.2650

=====

# 9
9
Properties=species:S:1:pos:R:3:forces:R:3 method="wB97M-V/def2-TZVPD" total_energy_ha=-734.7066 lumo_energy_ev="-0.332 / -1.221" multiplicity=1 relative_energy_kcal_mol=139.4 homo_ev="-8.8 / -8.3"
C -1.596130 -0.445705 0.271285 0.9545 0.4836 -5.3980
N 0.428983 0.832435 -0.518738 -1.2892 0.5817 -0.9311
P 1.834873 0.792563 0.370338 -0.4439 1.3664 1.4209
I 0.676964 0.049826 -2.365266 0.1415 0.1880 -0.2875
H -1.930594 0.549115 0.361369 -0.5426 0.7511 0.4073
H -1.317621 -0.734382 -0.854445 -1.1265 0.2102 3.1080
H -1.360713 -1.045241 1.060391 0.5447 -1.5250 1.9296
H 1.141960 0.468127 1.590864 0.5404 0.3026 -0.1447
H 2.122278 -0.466739 0.084202 1.2212 -2.3587 -0.1045

=====

# 10
9
Properties=species:S:1:pos:R:3:forces:R:3 method="wB97M-V/def2-TZVPD" total_energy_ha=-225.4378 lumo_energy_ev=-4.452 multiplicity=1 relative_energy_kcal_mol=106.2 smiles=[NH3+][C@@H]1NO1 homo_ev=-14.8 charge=+1
C -0.927124 -0.362743 -0.177525 -0.9302 -0.9035 2.6402
N -1.654231 0.748776 -0.133910 -2.6101 1.3139 -1.2543
N 0.565574 -0.235356 0.109375 -0.5197 -3.0735 -4.5121
O -1.720336 -0.002423 1.097806 1.9629 -1.2232 -2.0242
H -1.227740 -1.310100 -0.782218 0.6928 1.8651 1.0838
H -1.356618 1.708582 -0.052425 0.7386 0.0713 0.2670
H 0.948994 0.368974 -0.711145 -0.0829 -1.3496 2.0301
H 0.823940 -1.281701 0.003931 0.5652 2.1212 -0.0299
H 0.841030 0.009351 1.018162 0.1834 1.1781 1.7993

=====

# 11
9
Properties=species:S:1:pos:R:3:forces:R:3 method="wB97M-V/def2-TZVPD" total_energy_ha=-225.3718 lumo_energy_ev="-6.578 / -8.515" multiplicity=1 relative_energy_kcal_mol=147.7 homo_ev="-15.4 / -13.5" charge=+1
C -2.345150 -0.302445 -0.007503 0.9699 0.1370 -0.0360
N 2.243975 0.546985 0.006003 -0.3903 1.6529 0.0205
N 1.665160 -0.571604 -0.002510 0.9321 -1.5362 -0.0430
O 0.483578 -0.765314 0.018614 -0.9613 0.4631 0.0208
H -2.191910 0.602204 -0.580368 -0.1835 -0.0042 -0.0123
H -2.366901 -1.259897 -0.503097 -0.0443 -0.0945 -0.0951
H -2.486652 -0.253699 1.060065 -0.0777 0.0473 0.1336
H 3.258254 0.562853 -0.020067 -0.1797 -0.3590 0.0066
H 1.739648 1.440921 0.028864 -0.0651 -0.3064 0.0048

=====

# 12
10
Properties=species:S:1:pos:R:3:forces:R:3 method="wB97M-V/def2-TZVPD" total_energy_ha=-300.9236 lumo_energy_ev=4.829 multiplicity=1 relative_energy_kcal_mol=163.1 smiles=CN([O-])ON homo_ev=-2.2 charge=-1
C 1.068137 -0.250814 -0.068528 0.1961 -0.8559 0.2971
N -1.916140 -0.430534 -0.177297 -1.7242 1.8683 -2.3470
N 0.117430 0.574691 0.632650 -0.3389 0.9515 1.6485
O -0.287010 1.539374 -0.172764 -0.2359 0.1411 -0.3089
O -1.130780 -0.355508 0.912608 1.3835 -1.0162 2.8101
H 0.754810 -1.248284 -0.222075 -0.8310 -1.3191 0.2087
H 1.053872 0.167056 -1.021836 0.9570 0.7718 -1.9327
H 2.043535 -0.361113 0.403912 0.1336 0.6974 0.1109
H -1.502848 0.476552 -0.645960 -0.6725 -0.7879 -0.3411
H -2.858994 -0.025319 0.104118 1.1325 -0.4509 -0.1454